(1)
{"formula": "C34H40GeN6O4S2Ti", "method": "wB97M-V/def2-TZVPD", "orbital_gap_ev": [6.60, 6.60], "e_lumo_ev": [-6.20, -6.20], "charge": 2, "energy_ha": -5671.50958, "symbols": ["Ti", "C", "C", "C", "C", "C", "C", "H", "H", "H", "H", "H", "H", "N", "C", "C", "C", "C", "N", "C", "N", "N", "C", "O", "O", "H", "H", "H", "H", "H", "H", "H", "H", "H", "H", "H", "H", "H", "H", "O", "C", "C", "C", "C", "C", "C", "C", "O", "N", "N", "C", "S", "C", "C", "S", "H", "H", "H", "H", "H", "H", "H", "H", "H", "Ge", "C", "C", "C", "C", "C", "C", "C", "C", "C", "C", "C", "C", "H", "H", "H", "H", "H", "H", "H", "H", "H", "H", "H"], "xyz": [[-0.39912, 0.00824, 0.62687], [1.18280, 3.06000, 2.50360], [1.52870, 1.78402, 2.92460], [0.53742, 0.83542, 3.16000], [-0.80521, 1.16113, 2.91784], [-1.14327, 2.46091, 2.50186], [-0.15292, 3.40598, 2.31165], [1.95614, 3.80176, 2.34865], [2.56347, 1.53961, 3.12313], [0.77553, -0.11419, 3.61782], [-1.58857, 0.49162, 3.25490], [-2.18485, 2.73593, 2.39901], [-0.41726, 4.41411, 2.01748], [-0.00713, -1.23842, -1.19058], [1.24440, -0.62501, -1.72174], [2.21141, -1.65012, -2.31312], [3.57093, -1.07963, -2.68748], [3.57644, -0.05276, -3.79628], [3.06733, 1.21360, -3.24729], [2.84130, 2.30565, -3.96126], [3.05317, 2.30616, -5.27853], [2.39064, 3.40840, -3.35610], [1.90493, 0.07537, -0.55181], [2.73941, 0.92938, -0.69982], [1.41268, -0.34754, 0.62602], [0.20540, -2.17206, -0.82344], [-0.70412, -1.35297, -1.92026], [0.97809, 0.14366, -2.44506], [1.72834, -2.12357, -3.17305], [2.37593, -2.44287, -1.57685], [4.20396, -1.90861, -3.00532], [4.05487, -0.64686, -1.80935], [2.95037, -0.37450, -4.63385], [4.59943, 0.06725, -4.16156], [2.98758, 1.27201, -2.23315], [3.55286, 1.55676, -5.72369], [2.91184, 3.14408, -5.81732], [2.08350, 3.38301, -2.39388], [2.20569, 4.24559, -3.88097], [1.13406, 3.77905, -1.01285], [-0.08966, 4.33403, -1.24988], [-0.08172, 5.64574, -1.71317], [-1.27020, 6.30001, -1.96827], [-2.49318, 5.66088, -1.76060], [-2.50401, 4.36150, -1.31001], [-1.30980, 3.67195, -1.05479], [-1.36197, 2.27830, -0.60663], [-0.20545, 1.64759, -0.34337], [-2.46964, 1.64687, -0.48544], [-2.26188, 0.26157, -0.19043], [-3.26236, -0.45210, -0.64045], [-3.18250, -2.16963, -0.70869], [-4.97445, -2.36736, -0.90292], [-5.43820, -1.26189, -1.82411], [-4.68227, 0.29302, -1.27267], [1.03231, 2.89317, -0.62676], [0.87167, 6.14256, -1.84134], [-1.24910, 7.32212, -2.32394], [-3.42256, 6.18031, -1.94884], [-3.43996, 3.84658, -1.14089], [-5.42028, -2.28561, 0.08687], [-5.16307, -3.36036, -1.30718], [-6.51978, -1.13786, -1.78620], [-5.13435, -1.44204, -2.85404], [-1.14072, -2.10527, 2.03102], [-0.49647, -2.17581, 3.87477], [-1.39620, -1.87047, 4.89650], [-1.03337, -2.02044, 6.23029], [0.23186, -2.48530, 6.55695], [1.13755, -2.79108, 5.55085], [0.77718, -2.63128, 4.21899], [-0.36081, -3.64532, 1.08116], [-1.14703, -4.74270, 0.72409], [-0.57776, -5.88466, 0.17425], [0.79359, -5.95035, -0.03432], [1.59308, -4.86696, 0.30291], [1.01880, -3.72587, 0.85465], [-2.63312, -2.43972, 2.21694], [-2.39740, -1.52502, 4.65865], [-1.74494, -1.78954, 7.01286], [0.51265, -2.60949, 7.59464], [2.12239, -3.16365, 5.80331], [1.50080, -2.87355, 3.44934], [-2.21833, -4.71590, 0.89265], [-1.20307, -6.73237, -0.07655], [1.23818, -6.84872, -0.44268], [2.66531, -4.91864, 0.15283], [1.66410, -2.89683, 1.13081]]}

(2)
{"formula": "C14H15N3O9P2V", "method": "wB97M-V/def2-TZVPD", "multiplicity": 2, "orbital_gap_ev": [6.65, 7.51], "e_lumo_ev": [-9.90, -9.05], "charge": 2, "s_squared": 0.7828, "energy_ha": -3010.28503, "symbols": ["V", "O", "C", "N", "C", "O", "C", "C", "C", "C", "C", "N", "C", "C", "C", "C", "C", "N", "H", "H", "H", "H", "H", "H", "H", "H", "C", "C", "O", "P", "O", "O", "O", "P", "O", "O", "O", "H", "H", "H", "H", "H", "H", "H"], "xyz": [[9.93762, 5.76300, 11.39845], [13.61296, 4.35640, 11.85893], [12.43940, 4.53479, 12.02043], [11.50733, 4.61793, 10.92679], [11.90807, 4.44816, 9.54713], [12.96243, 4.05303, 9.15248], [10.78773, 4.86431, 8.65069], [10.94125, 4.93539, 7.26682], [9.86130, 5.33277, 6.44655], [8.75199, 5.87796, 7.09680], [8.69599, 5.92963, 8.46782], [9.73012, 5.46061, 9.27447], [11.76039, 4.74055, 13.27082], [12.46464, 4.61224, 14.48481], [11.92755, 5.08743, 15.62091], [10.64890, 5.70000, 15.57276], [10.05718, 5.88225, 14.39026], [10.46421, 5.24108, 13.22927], [11.94630, 4.73026, 6.94455], [9.96988, 5.25119, 5.32068], [7.90840, 6.30257, 6.57700], [7.78514, 6.29981, 8.92659], [13.40732, 4.06299, 14.52181], [12.40284, 4.99554, 16.58012], [10.10366, 6.05623, 16.43350], [9.21169, 6.55912, 14.29277], [6.46169, 7.10305, 14.24694], [6.58706, 6.63977, 12.83681], [5.26096, 6.67196, 12.32815], [7.24232, 4.86555, 12.58377], [7.46573, 4.23521, 14.00635], [6.01813, 4.05887, 12.04239], [8.36116, 4.70567, 11.61473], [7.52519, 7.87092, 11.85046], [7.45453, 9.31723, 12.53081], [6.91953, 7.82714, 10.47705], [9.08288, 7.46376, 12.01944], [5.62958, 6.56698, 14.72271], [6.07556, 8.12144, 14.20716], [7.32176, 7.15182, 14.97980], [5.40449, 6.88490, 11.33324], [7.20651, 3.28660, 14.07915], [5.89278, 4.22745, 11.08123], [8.07261, 9.34733, 13.32259]]}

(3)
{"formula": "C40H67BrCl3N7O6SbSi3Tl", "method": "wB97M-V/def2-TZVPD", "orbital_gap_ev": 4.89, "e_lumo_ev": -0.43, "charge": 0, "energy_ha": -7634.99784, "symbols": ["Tl", "C", "C", "N", "O", "C", "C", "N", "O", "H", "H", "H", "H", "H", "H", "H", "N", "C", "C", "C", "N", "C", "C", "N", "C", "H", "H", "H", "H", "H", "H", "H", "H", "H", "H", "H", "H", "H", "H", "H", "H", "C", "Si", "C", "C", "Sb", "Si", "C", "C", "C", "Si", "C", "C", "C", "H", "H", "H", "H", "H", "H", "H", "H", "H", "H", "H", "H", "H", "H", "H", "H", "H", "H", "H", "H", "H", "H", "H", "H", "H", "H", "H", "C", "O", "C", "C", "C", "C", "C", "C", "N", "C", "C", "C", "C", "C", "C", "C", "O", "H", "H", "H", "H", "H", "H", "H", "H", "H", "H", "H", "H", "H", "Cl", "C", "Cl", "Cl", "C", "O", "O", "Br", "C", "C", "C", "C", "N", "C", "H", "H", "H", "H"], "xyz": [[0.72810, -0.23231, 0.51181], [-4.09073, 0.45794, -1.42203], [-2.60821, 0.32116, -1.25144], [-1.96096, 0.66159, -0.21098], [-2.77276, 1.17513, 0.78735], [-1.80222, -0.22758, -2.37262], [-2.26984, -1.44745, -3.10795], [-0.74999, 0.41943, -2.67640], [-0.05570, -0.22741, -3.69364], [-4.45036, 1.31859, -0.86257], [-4.61103, -0.42899, -1.05130], [-4.33938, 0.57839, -2.47610], [-2.12719, 1.46767, 1.44601], [-3.18135, -1.85078, -2.66968], [-1.48103, -2.20248, -3.10289], [-2.46132, -1.20309, -4.15487], [4.06507, -3.65656, 1.35174], [3.88149, -2.21588, 1.72441], [4.99997, -1.39547, 1.10784], [4.74570, 0.09393, 1.35005], [3.60864, 0.49887, 0.53559], [4.48459, 0.37118, 2.83640], [3.47529, -0.55295, 3.52735], [2.11545, -0.28792, 3.08220], [3.81147, -2.01772, 3.22480], [3.67212, -3.76563, 0.34460], [3.48323, -4.26099, 1.93388], [5.03311, -3.95722, 1.43212], [2.92859, -1.93061, 1.27986], [5.06073, -1.58605, 0.03266], [5.95666, -1.68795, 1.55948], [5.65962, 0.64063, 1.07991], [3.82866, 0.48465, -0.45519], [3.31402, 1.44821, 0.74294], [4.16909, 1.41254, 2.95541], [5.43670, 0.27842, 3.36766], [3.59110, -0.40826, 4.61030], [1.83451, 0.67801, 3.21496], [1.41958, -0.87290, 3.53680], [3.04346, -2.66477, 3.66226], [4.77076, -2.27774, 3.68704], [-1.97077, 3.76468, -1.51668], [-0.36424, 4.63225, -1.04073], [-0.77503, 5.75418, 0.42509], [0.05813, 5.77120, -2.48344], [1.38838, 2.89190, -0.56938], [3.18236, 4.46925, 0.24616], [3.18492, 6.17131, -0.56495], [3.12717, 4.79700, 2.11346], [4.90529, 3.75988, -0.08483], [0.33970, 0.73437, -5.02643], [-1.15956, 0.75736, -6.14658], [1.74279, -0.19848, -5.81564], [0.77839, 2.46234, -4.53363], [-2.70769, 4.49933, -1.85611], [-2.39319, 3.22623, -0.66516], [-1.80273, 3.04043, -2.31780], [-1.56121, 6.47020, 0.16724], [0.10346, 6.31774, 0.75025], [-1.12327, 5.15827, 1.27189], [-0.70783, 6.54883, -2.57294], [0.08532, 5.21110, -3.42085], [1.02428, 6.25851, -2.36060], [2.28028, 6.73702, -0.33440], [3.26861, 6.09496, -1.65004], [4.04225, 6.74320, -0.19545], [2.17229, 5.24677, 2.39840], [3.92780, 5.47142, 2.43331], [3.22587, 3.86223, 2.67445], [5.06412, 3.63149, -1.15748], [5.05483, 2.78795, 0.38992], [5.67248, 4.43941, 0.29898], [-1.42226, -0.24779, -6.48397], [-0.97917, 1.37297, -7.03117], [-2.02155, 1.18002, -5.62323], [1.55669, -1.27342, -5.77174], [2.68051, 0.00265, -5.29514], [1.86641, 0.08209, -6.86377], [-0.03020, 2.91717, -3.95853], [0.94613, 3.06976, -5.42791], [1.66748, 2.50009, -3.90347], [-2.79399, -5.64546, -3.51495], [-2.65724, -4.83953, -2.35648], [-3.78240, -4.34181, -1.78918], [-5.07187, -4.55226, -2.25698], [-6.14615, -3.95142, -1.61128], [-5.94042, -3.12795, -0.51742], [-4.65029, -2.90700, -0.05614], [-3.57436, -3.52695, -0.66885], [-2.23866, -3.27244, -0.28278], [-1.74929, -2.98094, 0.90911], [-2.24129, -3.14817, 2.20069], [-3.27330, -4.05628, 2.58512], [-3.48862, -4.35151, 3.89164], [-2.67406, -3.74291, 4.89194], [-1.68359, -2.87034, 4.58008], [-1.43447, -2.48429, 3.21097], [-0.60247, -1.59665, 2.91181], [-1.78811, -5.96011, -3.77759], [-3.22619, -5.07502, -4.34048], [-3.41055, -6.52403, -3.31248], [-5.24490, -5.17641, -3.12140], [-7.14839, -4.12493, -1.97984], [-6.77566, -2.64634, -0.02799], [-4.47001, -2.24719, 0.78280], [-1.53566, -3.29109, -1.01901], [-0.74435, -2.58060, 0.84893], [-3.85948, -4.55095, 1.82340], [-4.25384, -5.05892, 4.17936], [-2.85669, -3.98962, 5.93172], [-1.07697, -2.40228, 5.34552], [2.65374, -6.29307, -0.07151], [1.26908, -5.18384, 0.00988], [-0.16816, -6.00805, -0.56810], [1.02311, -4.71558, 1.73166], [1.53537, -3.81824, -0.76336], [2.74289, -3.49279, -0.83267], [0.53925, -3.21286, -1.13737], [-3.24402, 1.17182, 5.80974], [-1.99277, 2.03692, 4.68679], [-1.83261, 3.41042, 4.72957], [-0.90110, 3.97840, 3.87586], [-0.18537, 3.15718, 3.01719], [-0.34355, 1.83373, 2.98395], [-1.23028, 1.27802, 3.81318], [-2.42085, 4.01444, 5.40701], [-0.73712, 5.04755, 3.86366], [0.52524, 3.55698, 2.30040], [-1.32251, 0.19884, 3.76903]]}

(4)
{"formula": "C31H38N7O2PReS", "method": "wB97M-V/def2-TZVPD", "multiplicity": 2, "orbital_gap_ev": [5.75, 6.09], "e_lumo_ev": [-7.04, -6.89], "charge": 2, "s_squared": 0.7717, "energy_ha": -2555.12844, "symbols": ["Re", "C", "N", "C", "C", "S", "N", "C", "C", "H", "H", "H", "H", "H", "H", "H", "H", "H", "H", "H", "H", "N", "C", "P", "O", "O", "C", "N", "H", "H", "H", "H", "H", "H", "H", "H", "H", "H", "C", "C", "C", "C", "C", "C", "H", "H", "H", "H", "H", "N", "C", "C", "C", "N", "C", "N", "C", "C", "C", "C", "C", "C", "C", "C", "C", "C", "C", "C", "C", "C", "H", "H", "H", "H", "H", "H", "H", "H", "H", "H", "H"], "xyz": [[-0.14407, -0.12241, 0.17963], [2.03022, 1.10526, -4.31732], [2.22758, 1.38584, -2.88912], [1.76831, 2.71261, -2.47138], [2.57382, 0.44070, -2.01667], [2.14865, 0.60547, -0.30619], [3.29817, -0.60394, -2.38829], [3.41591, -1.82500, -1.58089], [4.23293, -0.55558, -3.51991], [1.07836, 1.53984, -4.61328], [1.98995, 0.03467, -4.49443], [2.81492, 1.55459, -4.92552], [1.90332, 3.38788, -3.31339], [2.37888, 3.07617, -1.65113], [0.71889, 2.70259, -2.17148], [2.57972, -1.92346, -0.89900], [4.35115, -1.81210, -1.02018], [3.42096, -2.67392, -2.26294], [4.44687, 0.47497, -3.78736], [3.85242, -1.09700, -4.38496], [5.15662, -1.02987, -3.19344], [2.21423, 3.69775, 1.80876], [1.11660, 2.93246, 2.48451], [-0.34121, 3.19904, 1.36368], [-0.15670, 4.59573, 0.89773], [-0.46761, 2.10660, 0.32635], [-1.80187, 3.04478, 2.47397], [-3.04254, 3.10195, 1.63571], [1.77610, 4.55800, 1.43126], [2.57406, 3.15110, 1.02352], [2.98350, 3.92347, 2.43692], [0.92895, 3.40051, 3.45147], [1.43836, 1.90687, 2.62909], [-1.84015, 3.84560, 3.20974], [-1.80321, 2.08791, 2.99566], [-3.07658, 3.95927, 1.08067], [-3.87836, 3.07375, 2.21995], [-3.08865, 2.29862, 0.97740], [-5.06082, 0.04295, 0.31177], [-4.37424, 0.83096, -0.60601], [-2.98524, 0.79754, -0.65299], [-2.24077, -0.02901, 0.20037], [-2.95561, -0.81624, 1.11376], [-4.34586, -0.78116, 1.16783], [-6.14223, 0.06137, 0.34619], [-4.92336, 1.46121, -1.29603], [-2.47255, 1.42043, -1.37691], [-2.42828, -1.48093, 1.78948], [-4.86798, -1.40645, 1.88076], [-0.06896, -0.14156, 2.09239], [-0.03754, -0.16429, 3.26650], [0.06598, -0.02943, 4.61059], [0.50758, -1.09644, 5.43761], [0.88621, -1.96909, 6.08392], [-0.21286, 1.27912, 5.08567], [-0.43712, 2.39077, 5.29687], [-2.31291, -0.40180, -4.07925], [-1.29495, 0.13323, -3.31045], [-0.70459, -0.64044, -2.32098], [-1.12517, -1.95312, -2.06751], [-2.14991, -2.47759, -2.86308], [-2.73684, -1.70974, -3.85190], [-0.56734, -2.72253, -0.96918], [0.06587, -2.13202, 0.09126], [0.62313, -2.96975, 1.17892], [1.82860, -2.62046, 1.79317], [2.34116, -3.37915, 2.83326], [1.64860, -4.49154, 3.28916], [0.44882, -4.84812, 2.69133], [-0.05891, -4.09746, 1.64177], [-2.77198, 0.18770, -4.86130], [-0.95983, 1.14932, -3.48046], [0.20617, -0.23617, -1.85526], [-2.49386, -3.48817, -2.68257], [-3.53218, -2.12822, -4.45407], [-0.71960, -3.79971, -1.00335], [2.37618, -1.75114, 1.44635], [3.27712, -3.09798, 3.29833], [2.03658, -5.07107, 4.11561], [-0.09949, -5.70981, 3.04820], [-1.00952, -4.37474, 1.20112]]}